No. 1
Below is C20H25N13O2Sn as an isolated structure, with properties calculated with ωB97M-V/def2-TZVPD.

CARTESIAN COORDINATES (ANGSTROEM)
Sn1 0.3487 -0.7200 0.9426
O1 -6.7998 1.9767 1.1838
O2 -2.1212 5.9451 -1.8171
N1 0.4522 -2.1686 2.6216
N2 2.1662 -1.8074 -0.9210
N3 3.6244 -2.9595 -2.6599
N4 2.0459 -1.2952 4.1692
N5 3.1559 0.7826 3.8928
N6 2.3460 1.3882 1.9708
N7 -0.2554 -3.3316 2.5494
N8 1.7862 0.1849 2.2946
N9 -2.1516 0.2538 1.2475
N10 0.0570 -4.0476 3.5678
N11 0.9667 -3.4117 4.3486
N12 3.1406 1.7224 2.9176
N13 -0.3061 1.8033 0.0472
C1 0.6546 2.5625 -0.4770
C2 -2.6094 1.2123 0.4300
C3 1.1806 -2.2696 3.7328
C4 0.3832 3.6290 -1.3219
C5 -4.3896 -0.4489 1.6822
C6 -1.9308 3.1236 -1.0760
C7 2.7543 -1.9759 -3.3070
C8 -4.8777 0.5362 0.8413
C9 -3.9683 1.3727 0.2069
C10 -1.5839 2.0838 -0.2279
C11 -3.0178 -0.5576 1.8499
C12 -1.3044 5.0418 -2.5532
C13 3.5867 -1.5659 -0.6151
C14 4.4705 -2.2795 -1.6760
C15 -0.9347 3.9092 -1.6379
C16 1.8580 -1.2718 -2.2498
C17 1.9035 -3.2552 -0.9038
C18 2.7936 -3.9509 -1.9702
C19 2.3160 -0.1416 3.4798
C20 -6.3579 0.7407 0.6399
H1 1.6672 2.3182 -0.1773
H2 0.8394 -3.4079 -1.0996
H3 -6.5940 1.9945 2.1244
H4 -5.0573 -1.1306 2.1951
H5 2.1501 -2.4927 -4.0539
H6 -2.1839 6.7750 -2.2988
H7 2.0252 -0.1917 -2.2299
H8 3.7536 -0.4865 -0.6074
H9 -0.3987 5.5232 -2.9248
H10 -1.8532 4.6432 -3.4113
H11 2.5362 -1.4513 5.0328
H12 2.1877 -4.4678 -2.7154
H13 5.1189 -3.0238 -1.2126
H14 5.1086 -1.5690 -2.2032
H15 -6.9101 -0.1039 1.0579
H16 3.3832 -1.2554 -3.8322
H17 3.7864 -1.9345 0.3933
H18 -4.3410 2.1524 -0.4441
H19 2.1017 -3.6288 0.1034
H20 -6.5836 0.7947 -0.4235
H21 -2.5923 -1.3299 2.4836
H22 0.7950 -1.4367 -2.4427
H23 -2.9655 3.3546 -1.2917
H24 1.1921 4.2339 -1.7133
H25 3.4522 -4.6893 -1.5115

Summary:
frontier orbital gap: 7.552 eV
charge: 0
lowest unoccupied orbital energy: -0.519 eV

---

No. 2
Below is C18H12AuN2OS2 as an isolated structure at a distorted geometry, with properties calculated with ωB97M-V/def2-TZVPD.

CARTESIAN COORDINATES (ANGSTROEM)
Au1 0.2685 -0.6748 -0.4444
S1 0.3782 -2.9353 -0.4219
S2 1.4764 3.6103 -0.7148
O1 -1.4622 -0.9539 0.7618
N1 -1.7276 -2.2286 1.0822
N2 0.2544 1.3754 -0.6601
C1 -2.9554 3.1370 -1.1390
C2 -1.1077 4.7038 -1.0689
C3 -2.8200 -2.4360 1.8555
C4 -2.3013 -4.7595 1.9307
C5 -1.2038 -4.5270 1.1422
C6 -2.4571 4.4458 -1.1919
C7 -0.2553 3.6173 -0.8939
C8 3.9097 1.4283 -0.4463
C9 -0.9181 -3.2311 0.6927
C10 2.2833 -0.3655 -0.5248
C11 -3.1319 -3.6908 2.2895
C12 -2.1143 2.0595 -0.9629
C13 4.6144 -0.8625 -0.3980
C14 2.5874 1.0055 -0.5148
C15 3.2928 -1.3017 -0.4648
C16 1.4527 1.9051 -0.5978
C17 4.9251 0.4884 -0.3897
C18 -0.7506 2.3143 -0.8452
H1 -3.1434 5.2696 -1.3307
H2 3.0826 -2.3612 -0.4658
H3 -0.5449 -5.3288 0.8415
H4 -0.7263 5.7147 -1.1089
H5 4.1432 2.4863 -0.4371
H6 -2.4916 1.0463 -0.9109
H7 -4.0051 -3.8302 2.9086
H8 -3.3753 -1.5413 2.0891
H9 -2.5206 -5.7622 2.2693
H10 5.4071 -1.5976 -0.3549
H11 -4.0195 2.9717 -1.2362
H12 5.9561 0.8088 -0.3395

Summary:
frontier orbital gap: 7.897 eV
charge: +1
energy above the lowest of the compared OMol25 structures with the same formula, charge and spin: 0.0 kJ/mol
lowest unoccupied orbital energy: -3.882 eV

---

No. 3
Below is C58H54N6OPPtTe as an isolated structure at a distorted geometry, with properties calculated with ωB97M-V/def2-TZVPD.

CARTESIAN COORDINATES (ANGSTROEM)
Pt1 -0.1683 -0.3685 -0.2031
Te1 0.4774 0.5040 -2.4102
P1 1.1134 1.2853 2.7569
O1 -5.7291 -6.4030 -1.1167
N1 1.8854 -0.4228 0.6406
N2 3.2744 -0.2622 2.3506
N3 0.4105 2.7262 0.3408
N4 -0.7590 -0.5890 1.7045
N5 -1.3587 0.1989 3.6488
N6 0.7550 4.1532 2.0411
C1 -4.2465 -3.9356 0.8956
C2 0.2633 4.6012 -2.6299
C3 -0.0207 -0.5197 -4.0385
C4 2.5126 -4.1594 -1.9615
C5 3.8962 -1.0983 1.4504
C6 6.8999 -4.0917 1.3651
C7 2.6287 -3.4014 -0.7945
C8 0.0714 8.6527 1.4571
C9 -0.6778 -2.5156 -5.2966
C10 3.0970 -2.0752 -0.8101
C11 -1.1684 8.8743 0.9242
C12 -0.4226 -1.8838 -6.4797
C13 0.3363 0.0902 -5.2551
C14 -5.0251 -1.7987 6.4775
C15 4.1453 0.4359 3.3641
C16 3.4369 -2.2958 -3.2041
C17 -0.3826 4.1070 -1.4884
C18 -1.7611 4.1404 -3.9447
C19 -3.2153 -1.1868 4.4257
C20 -2.2085 -0.8027 3.4068
C21 0.9755 1.4837 -5.3298
C22 0.2010 3.9873 -0.0968
C23 5.0620 -3.0496 2.4349
C24 -1.8802 -1.3254 2.1476
C25 6.1722 -1.9060 0.6726
C26 -0.6253 -1.8132 -4.0858
C27 -2.3803 -2.5084 1.3877
C28 -2.0364 -0.0759 -0.8875
C29 -1.5653 -3.2477 0.5333
C30 -5.2776 -0.7399 5.6065
C31 3.4954 -1.5098 -2.0359
C32 0.4566 4.8746 0.9187
C33 -3.8406 -2.5011 6.3255
C34 -3.3923 -4.6979 0.0992
C35 2.1086 0.1789 1.8078
C36 -1.1913 0.9027 4.9265
C37 -0.4105 4.6059 -3.8498
C38 5.9492 -4.1126 2.4781
C39 5.1314 -1.9123 1.5676
C40 0.7403 2.7922 1.6146
C41 -1.9221 7.7560 0.6219
C42 -0.4888 -2.6816 -7.7774
C43 -0.4805 0.3482 2.5677
C44 1.2209 4.6972 3.2830
C45 -4.3234 -0.4098 4.6473
C46 -2.1121 -4.2977 -0.1836
C47 -1.1862 -2.5503 -2.8666
C48 -1.6558 3.6051 -1.6031
C49 0.6589 7.3990 1.4631
C50 -2.3627 3.6013 -2.8210
C51 0.0559 -0.5643 -6.4700
C52 -3.6669 -2.8945 1.6155
C53 0.0015 6.3006 0.9474
C54 -2.9280 -2.2339 5.3159
C55 7.0869 -2.9576 0.6436
C56 2.9134 -3.6727 -3.1635
C57 2.9952 -1.1901 0.3698
C58 -1.3406 6.4720 0.5783
H1 4.2015 -3.1290 3.0678
H2 -1.9687 5.6070 0.1957
H3 -6.1656 -5.6409 -0.7269
H4 -1.0424 0.1481 5.7446
H5 -2.3864 0.8654 -1.2811
H6 2.9977 -4.2837 -4.0318
H7 -5.2768 -4.3491 1.0958
H8 2.2268 5.1048 3.1239
H9 -1.5599 -4.8166 -0.8579
H10 -3.7771 -5.6466 -0.3659
H11 0.5638 5.5256 3.4953
H12 0.3077 2.2105 -4.7390
H13 4.6976 -0.3562 3.8301
H14 3.7949 -0.4795 -2.0645
H15 -0.8747 -3.5867 -2.8189
H16 3.5622 0.8436 4.1184
H17 -4.3509 -2.3065 2.3085
H18 0.9773 1.8950 -6.3273
H19 -2.2375 -2.3883 -2.8766
H20 1.9894 1.4425 -4.9183
H21 0.5508 -2.5954 -8.1127
H22 0.0812 0.0446 -7.3908
H23 -0.8812 -2.0743 -1.9142
H24 -2.0896 3.1356 -0.8165
H25 1.2956 4.9152 -2.6806
H26 4.7648 1.1903 2.8159
H27 0.0454 4.9221 -4.7564
H28 5.8933 -4.8481 3.2466
H29 3.7135 -1.9628 -4.1635
H30 -1.5187 9.8894 0.8617
H31 -2.9879 7.7873 0.3926
H32 -1.9705 1.5133 5.2208
H33 7.5626 -4.9222 1.2171
H34 0.7568 9.4311 1.7921
H35 2.3281 -3.9248 0.1706
H36 -0.2692 1.5186 4.9797
H37 -0.9005 -3.7271 -7.6696
H38 -4.5659 0.4489 3.9908
H39 -2.2627 4.3142 -4.9125
H40 7.9114 -2.9495 -0.0389
H41 -3.4358 3.3268 -2.8281
H42 -5.8353 -2.0966 7.1633
H43 -6.1524 -0.1362 5.7578
H44 1.6177 7.3681 1.9286
H45 1.1780 3.9782 4.0935
H46 6.3478 -1.0437 0.0803
H47 -2.5965 -0.9319 -1.0728
H48 -3.5599 -3.3531 6.9638
H49 2.0523 -5.1293 -1.8859
H50 -0.5082 -3.1028 0.4539
H51 -0.9756 -3.5665 -5.2770
H52 -6.4009 -7.0729 -1.1792
H53 -2.0361 -2.8629 5.1883
H54 -1.0494 -2.2544 -8.6109

Summary:
frontier orbital gap (alpha / beta): 5.183 / 4.877 eV
charge: +1
multiplicity: 5
lowest unoccupied orbital energy (alpha / beta): -1.633 / -5.142 eV